Density functional theory data (wB97M-V/def2-TZVPD) for a 2-piece molecular cluster, C6H12N2O overall at a distorted geometry.

Results
HOMO in eV: -8.80
Net charge: 0
Energy relative to the best compared isomer or geometry (same formula, charge and spin) in kcal/mol: 52.9
Energy in eV: -11442.37840
Orbital gap in eV: 8.636
F_max in eV Å⁻¹: 4.8
SMILES: [H]/N=C(\C)C=C.CC(N)=O

Last columns: bonded neighbours and bond lengths (Å).
Atoms and positions in Å:
1 C 1.27 -0.85 1.37  C2 1.730, H7 1.087, H8 1.081, H9 1.086
2 C 2.06 -0.09 0.03  C1 1.730, N3 1.319, O4 1.202
3 N 1.80 -0.72 -1.10  C2 1.319, H5 1.275, H6 1.016
4 O 2.63 0.94 0.28  C2 1.202
5 H 0.57 -1.03 -1.27  N3 1.275
6 H 2.17 -0.24 -1.92  N3 1.016
7 H 0.45 -1.56 1.23  C1 1.087
8 H 1.15 -0.17 2.19  C1 1.081
9 H 2.11 -1.50 1.56  C1 1.086
10 C -2.06 -0.24 1.02  C11 1.500, H17 1.086, H18 1.095, H19 1.090
11 C -1.10 -0.05 -0.11  C10 1.500, C12 1.466, N14 1.304
12 C -0.62 1.32 -0.33  C11 1.466, C13 1.331, H16 1.082
13 C -0.36 1.82 -1.53  C12 1.331, H20 1.081, H21 1.077
14 N -0.86 -0.95 -1.02  C11 1.304, H15 1.015
15 H -1.31 -1.85 -0.85  N14 1.015
16 H -0.44 1.90 0.57  C12 1.082
17 H -2.38 -1.27 1.13  C10 1.086
18 H -2.94 0.39 0.85  C10 1.095
19 H -1.62 0.09 1.96  C10 1.090
20 H -0.54 1.25 -2.43  C13 1.081
21 H 0.03 2.82 -1.65  C13 1.077


Density functional theory data (wB97M-V/def2-TZVPD) for a 2-piece molecular cluster, C6H12N2O overall at a distorted geometry.

Results
HOMO (spin up / spin down) in eV: -8.78 / -8.85
Net charge: 0
Energy relative to the best compared isomer or geometry (same formula, charge and spin) in kcal/mol: 143.3
Energy in eV: -11438.45786
Orbital gap (spin up / spin down) in eV: 7.630 / 7.740
F_max in eV Å⁻¹: 1.5

Last columns: bonded neighbours and bond lengths (Å).
Atoms and positions in Å:
1 C 2.14 -0.71 -0.93  C2 1.503, H8 1.091, H9 1.093, H10 1.091
2 C 1.20 0.45 -1.10  C1 1.503, N4 1.269, C13 1.527
3 N -0.55 -1.01 1.91  H5 1.024, H6 1.018
4 N 1.02 1.14 -2.15  C2 1.269, H7 1.022
5 H 0.08 -1.76 1.60  N3 1.024
6 H -0.08 -0.52 2.67  N3 1.018
7 H 1.61 0.81 -2.92  N4 1.022
8 H 2.85 -0.48 -0.14  C1 1.091
9 H 1.59 -1.59 -0.59  C1 1.093
10 H 2.66 -0.94 -1.85  C1 1.091
11 C -2.03 1.00 0.96  C12 1.506, H17 1.089, H18 1.093, H19 1.088
12 C -1.02 0.17 0.20  C11 1.506, C13 1.568, C14 1.362
13 C 0.39 0.85 0.13  C2 1.527, C12 1.568, O15 1.355, H16 1.104
14 C -1.33 -0.85 -0.65  C12 1.362, H20 1.083, H21 1.081
15 O 0.94 0.47 1.31  C13 1.355
16 H 0.20 1.93 0.07  C13 1.104
17 H -1.56 1.45 1.83  C11 1.089
18 H -2.37 1.79 0.30  C11 1.093
19 H -2.87 0.38 1.27  C11 1.088
20 H -2.06 -1.60 -0.35  C14 1.083
21 H -0.80 -1.00 -1.58  C14 1.081


> What is the F_max in the first record?

4.8 eV Å⁻¹


> Look up the net charge of the second one.

0